95
Properties=species:S:1:pos:R:3:forces:R:3 method="wB97M-V/def2-TZVPD" orbital_gap_ha="0.2755 / 0.1674" total_energy_ha=-3237.1258 charge=+3 homo_energy_ev="-14.38 / -16.02" lumo_ev="-6.9 / -11.5" spin_multiplicity=6
Pd -0.86496 -0.45344 0.46373 -1.0683 -0.2536 -0.4957
C 5.64012 3.20316 -2.33915 0.0087 0.1400 0.0526
S 4.90543 1.75584 -3.02581 0.1694 -0.2995 -0.0605
C 3.20258 2.21861 -3.22637 -0.0924 -0.0087 -0.0078
C 2.37872 2.01714 -1.92956 0.0223 -0.0501 -0.0045
C 2.13334 0.54150 -1.57299 -0.0375 0.3017 -0.0370
N 1.37949 0.32020 -0.37010 0.2609 -0.4146 -0.0432
P 1.18093 0.95213 1.07422 0.5854 0.3763 -0.2074
C 1.90382 2.59023 1.26145 -0.0608 0.2547 0.2101
C 1.14570 3.71990 0.94677 0.0633 -0.0062 -0.0270
C 1.72592 4.98094 0.99235 0.0102 -0.0208 -0.0008
C 3.06113 5.11347 1.35942 -0.0098 -0.0246 -0.0011
C 3.81692 3.99084 1.68921 -0.0278 -0.0158 -0.0123
C 3.24118 2.72684 1.65019 -0.0667 0.0773 0.0062
C 1.93596 -0.09807 2.31741 0.0114 -0.0959 0.1697
C 2.79051 -1.13766 1.95858 0.0166 -0.1106 0.1110
C 3.34069 -1.94746 2.94713 -0.0167 0.0040 -0.0244
C 3.03089 -1.72361 4.28420 0.0063 -0.0174 -0.0208
C 2.18413 -0.67719 4.64266 0.0147 -0.0185 -0.0219
C 1.63430 0.13505 3.66202 0.0628 0.0104 0.0271
P -1.36978 -0.61557 -1.90822 0.3783 0.1610 0.2390
C -1.54254 0.77126 -2.98602 -0.0952 0.0334 -0.0441
C -1.41541 2.05134 -2.42201 0.0009 0.1232 -0.1965
C -1.62117 3.18196 -3.19677 0.0213 -0.0451 0.0603
C -1.95345 3.04892 -4.54245 -0.0129 0.0605 -0.0203
C -2.09635 1.78492 -5.10608 0.0016 -0.0584 0.0315
C -1.90660 0.64859 -4.33534 -0.0555 0.0440 -0.1483
C -1.21137 -2.15208 -2.77654 0.0012 0.0125 -0.0786
C -1.72807 -3.29851 -2.16519 -0.0255 -0.1900 -0.0264
C -1.56354 -4.53501 -2.77171 -0.0334 0.0194 0.0455
C -0.88136 -4.63557 -3.97889 0.0130 -0.0355 -0.0199
C -0.35550 -3.49909 -4.58572 -0.0120 0.1140 0.0502
C -0.51506 -2.25605 -3.98890 0.0415 -0.1692 -0.1004
H 6.63687 2.94327 -1.98403 -0.0544 0.0486 -0.0205
H 5.00418 3.58404 -1.53258 0.0923 0.0287 -0.0610
H 5.70769 3.94921 -3.14395 0.0088 -0.0291 0.1278
H 2.82502 1.60534 -4.04901 -0.0168 0.0159 0.0745
H 3.20979 3.26833 -3.52869 -0.1334 -0.0158 0.0198
H 1.42556 2.51191 -2.11311 -0.0993 0.0432 0.0276
H 2.85472 2.53910 -1.09690 -0.0016 0.0049 -0.0689
H 3.09605 0.01904 -1.45902 0.0140 0.0098 -0.0050
H 1.62889 0.05232 -2.41278 -0.0707 -0.0272 0.0053
H 0.09894 3.61677 0.67213 0.0787 -0.0015 0.0279
H 1.13647 5.86097 0.76195 0.0411 -0.0641 0.0225
H 3.50826 6.09900 1.41589 -0.0210 -0.0529 -0.0097
H 4.84793 4.10520 2.00464 -0.0650 -0.0070 -0.0131
H 3.82306 1.85637 1.93628 -0.0429 0.0389 -0.0097
H 3.02212 -1.31511 0.91419 -0.0168 0.0122 0.0404
H 4.02012 -2.74904 2.67505 -0.0669 0.0791 0.0290
H 3.45814 -2.35812 5.05266 -0.0277 0.0520 -0.0608
H 1.96553 -0.49178 5.68803 0.0135 -0.0093 -0.0609
H 0.98698 0.96103 3.94280 0.0297 -0.0478 -0.0211
H -1.16398 2.14980 -1.37327 0.0416 0.0238 0.1185
H -1.53762 4.16895 -2.75531 0.0011 -0.0741 -0.0236
H -2.12172 3.93273 -5.14856 0.0199 -0.0881 0.0611
H -2.37701 1.68605 -6.14715 0.0076 -0.0010 0.0376
H -2.05680 -0.33226 -4.77313 -0.0323 0.1414 0.0326
H -2.25829 -3.21296 -1.22267 -0.0270 -0.0044 -0.0364
H -1.97942 -5.42200 -2.30908 0.0221 0.0434 -0.0239
H -0.76114 -5.60334 -4.45244 -0.0149 0.0751 0.0328
H 0.17314 -3.58235 -5.52792 -0.0279 0.0071 0.0603
H -0.10530 -1.37182 -4.46503 0.0145 -0.0905 0.0455
O -2.88964 -1.43319 0.53790 -0.1800 -0.2179 -0.0267
N -4.10591 -0.90606 0.74303 0.4148 0.0265 0.1410
C -4.69934 -1.12382 1.92776 0.0007 -0.0232 0.0195
C -5.97392 -0.65938 2.16517 -0.0594 -0.0163 0.0934
C -6.63974 0.04687 1.17561 -0.0786 0.0233 0.0133
C -5.99834 0.26791 -0.03555 -0.0977 0.0714 -0.0378
C -4.72824 -0.22043 -0.23220 0.0499 -0.0374 0.0155
H -4.11342 -1.69150 2.63380 0.0101 -0.0061 0.0002
H -6.43454 -0.86306 3.12363 0.0255 0.0175 -0.0741
H -7.64583 0.41384 1.34153 0.0890 -0.0293 -0.0148
H -6.48027 0.80859 -0.83902 0.0111 -0.0252 0.0377
H -4.17069 -0.11016 -1.14708 0.0460 -0.0043 -0.0790
N -1.59160 -0.45256 3.95785 0.0879 -0.2179 0.0207
C -2.47391 0.22950 4.71501 0.0406 -0.0661 0.0866
C -2.98160 1.23527 3.92869 0.0207 0.0813 -0.0672
C -2.32009 1.08243 2.70189 -0.0010 0.0570 0.0845
N -1.46978 0.05577 2.71993 -0.3573 0.3423 0.0968
H -1.00318 -1.21482 4.25146 0.0736 0.0014 0.0761
H -2.66064 -0.03721 5.74640 0.0324 -0.0032 -0.1457
H -3.71030 1.98050 4.20700 0.0898 -0.0694 -0.0380
H -2.42439 1.68504 1.81323 -0.0126 0.0333 -0.0766
N 0.05961 -4.83010 4.74761 0.0627 0.1154 -0.4341
C 0.23224 -4.56155 3.64121 -0.0338 -0.0425 0.1670
C 0.43151 -4.11805 2.28193 -0.0181 -0.1632 0.3331
C 1.28992 -4.74739 1.39086 0.1232 -0.1289 -0.0674
C 1.45540 -4.19906 0.12907 0.0558 -0.0884 0.0094
C 0.79325 -3.02993 -0.19265 -0.1410 0.1009 0.1419
N -0.04788 -2.44126 0.66711 0.0964 0.0009 0.2151
C -0.24082 -2.98413 1.86988 -0.0781 0.1502 -0.2698
H 1.81479 -5.64771 1.68353 -0.0013 0.0124 -0.0128
H 2.10065 -4.66880 -0.60100 -0.0063 0.0185 0.0336
H 0.91763 -2.55308 -1.15508 0.0164 0.0277 0.0226
H -0.96570 -2.50662 2.51096 -0.0233 0.0499 -0.0168

14
Properties=species:S:1:pos:R:3:forces:R:3 method="wB97M-V/def2-TZVPD" orbital_gap_ha=0.3832 total_energy_ha=-547.4484 homo_energy_ev=-9.51 relative_energy_kj_mol=177.4 smiles=CO[C@H](N)C(F)(F)F lumo_ev=0.9 spin_multiplicity=1
C -1.35449 -0.54036 1.36805 3.9646 1.8065 1.2695
C -0.21913 0.52572 -0.39427 2.9715 -1.6021 -1.0964
C 1.49107 -0.23811 -0.13011 -3.8624 0.8536 -1.3632
N -0.38154 0.87027 -1.78836 2.4689 0.6613 0.5499
O -1.26865 -0.23227 -0.02063 -0.8211 -1.1050 0.7094
F 1.86971 -1.05928 -1.14443 -0.1045 0.3908 0.6710
F 2.23223 0.87231 -0.19952 0.8436 -0.2327 0.4113
F 1.65535 -0.89099 1.02614 0.4597 0.3621 -0.2200
H -0.98874 0.34721 2.01302 -1.1523 -0.8288 -1.0362
H -0.62757 -1.28296 1.73647 0.0328 -0.1661 -0.9048
H -2.25425 -0.91974 1.69378 -2.4400 -0.2345 -0.0210
H -0.07788 1.37663 0.18238 0.2588 1.6825 1.4016
H 0.57974 1.19660 -2.21034 -2.5884 -1.0693 1.0182
H -0.65585 -0.02504 -2.13218 -0.0313 -0.5181 -1.3893

14
Properties=species:S:1:pos:R:3:forces:R:3 method="wB97M-V/def2-TZVPD" orbital_gap_ha=0.3535 total_energy_ha=-456.9025 homo_energy_ev=-9.16 relative_energy_kj_mol=311.0 smiles="O=CC1(O)[C@@H](O)[C@@H]1O" lumo_ev=0.5 spin_multiplicity=1
C -0.59452 0.43612 -0.64635 0.1905 0.5010 -0.2403
C 0.01059 0.92739 0.61688 1.1938 -0.4903 -0.0608
C 0.12552 -0.56174 0.19282 -0.4799 -1.0900 1.4432
C 1.37690 -1.18903 -0.20735 0.5247 1.0864 -0.6554
H -2.43887 0.88291 -0.30562 -0.0157 0.2407 -0.0034
H -0.21555 0.69939 -1.62847 0.5566 0.2235 0.1912
H -0.60879 1.03028 1.54354 0.6179 0.2167 -1.0723
H 1.71399 1.45789 -0.20955 -0.4265 -0.1933 0.6897
H -1.61351 -1.34626 0.66022 1.1953 -0.0687 0.0504
H 1.37875 -2.31629 -0.27904 0.2754 0.8331 0.2558
O -1.91850 0.16581 -0.67080 -2.3122 -0.4824 -0.2457
O 1.14312 1.73916 0.53590 -0.3408 0.3115 0.1525
O -0.65929 -1.47467 0.90232 -1.2818 0.0811 -0.1168
O 2.30016 -0.45097 -0.50450 0.3026 -1.1693 -0.3880

87
Properties=species:S:1:pos:R:3:forces:R:3 method="wB97M-V/def2-TZVPD" orbital_gap_ha=0.1437 total_energy_ha=-3857.1499 charge=+1 homo_energy_ev=-8.75 relative_energy_kj_mol=34.5 lumo_ev=-4.8 spin_multiplicity=1
Lu 0.97928 -0.74270 -0.33197 1.5435 0.7830 -0.7860
C -4.52300 4.30344 -0.00141 -0.1182 0.0042 -0.1266
C -4.73460 2.77519 -0.12254 1.2480 0.4436 0.2016
C -5.56332 2.46100 -1.35441 -0.7213 0.0373 -0.5609
C -5.38978 2.22558 1.15895 0.3729 0.2471 0.4442
C -3.35279 2.10029 -0.21370 0.9272 -0.1940 0.2138
C -2.11058 2.73369 0.06827 -1.2929 0.7196 0.3666
C -0.93228 2.03355 0.07349 -0.2760 -0.8899 -0.6195
N -0.87073 0.71134 -0.23405 -0.8432 -0.2002 0.4278
C -2.04532 0.03673 -0.45965 0.1067 2.1749 0.5392
C -3.25589 0.73148 -0.48480 -0.4512 -0.4253 -0.3936
C -2.03148 -1.41487 -0.60564 0.8115 -1.6314 -0.2921
C -3.20680 -2.14865 -0.45467 0.3948 -0.6529 0.1483
C -3.21088 -3.53835 -0.68672 0.8683 0.0643 0.2927
C -1.96107 -4.12061 -1.00943 -0.4989 0.0244 -0.4136
C -0.82099 -3.34702 -1.19199 -0.6772 0.3714 0.9998
N -0.81829 -2.01903 -0.89757 -1.6466 -0.0804 -0.8028
C -4.47248 -4.39919 -0.57226 -0.0646 0.2492 0.6600
C -4.38706 -5.24251 0.73484 1.2929 -0.0321 -0.0361
C -5.73270 -3.51225 -0.51013 -0.2312 -0.1258 -0.2353
C -4.54909 -5.33454 -1.78770 0.1282 -0.0177 -0.6461
H -5.48841 4.82887 0.03657 0.2463 -0.2598 -0.0397
H -3.96537 4.69150 -0.87903 -0.2683 -0.1558 0.5250
H -3.98922 4.55736 0.92575 -0.0905 -0.0024 -0.3103
H -6.35520 3.22258 -1.46776 0.1951 -0.4152 0.1843
H -6.05561 1.48168 -1.25890 0.1498 0.2438 -0.1986
H -4.99982 2.49996 -2.29807 0.0187 -0.0943 0.3457
H -6.32509 2.76766 1.33264 0.0327 -0.2800 -0.0012
H -4.72187 2.42554 2.02148 -0.3982 -0.0756 -0.3433
H -5.56424 1.13661 1.13080 -0.0702 0.4458 -0.1487
H -2.08069 3.79637 0.34916 0.0147 -0.6193 -0.2744
H -0.01289 2.55334 0.31666 0.1508 -0.1937 -0.1210
H -4.16426 0.17387 -0.76275 0.5214 0.4405 0.2602
H -4.09263 -1.68055 -0.03791 0.1474 -0.0046 -0.4210
H -1.90102 -5.20134 -1.15294 0.0584 0.4029 -0.1189
H 0.11326 -3.80141 -1.51654 -0.0690 0.2179 0.2516
H -4.19753 -4.62932 1.62605 -0.0613 0.1242 -0.2840
H -3.50037 -5.91415 0.63738 -0.7657 0.2042 0.2108
H -5.27885 -5.82577 0.96710 -0.0074 -0.0254 -0.4612
H -5.82014 -2.93679 0.42018 0.1922 -0.1278 -0.1287
H -6.62324 -4.15709 -0.54940 0.2811 0.2025 -0.0416
H -5.78472 -2.81157 -1.35864 -0.0185 -0.2385 0.1976
H -3.81299 -6.16885 -1.77689 -0.4735 0.5834 0.1678
H -4.39712 -4.77489 -2.74040 -0.1995 -0.3485 0.6223
H -5.55508 -5.76295 -1.79892 0.1975 -0.1197 -0.1447
F 4.73200 -4.46728 -2.22486 0.1404 -0.3899 -0.1864
C 4.10468 -3.93976 -1.18745 0.0007 0.1970 0.6114
C 3.09165 -3.02145 -1.38683 0.0520 -0.1626 0.9398
C 2.51346 -2.45932 -0.25134 -1.4830 0.8964 -0.9908
C 2.90866 -2.68647 1.05511 0.9131 -1.3249 -0.1618
C 3.95539 -3.61581 1.17979 0.2738 -0.4447 1.2955
F 4.46069 -3.90402 2.44182 -0.3833 0.1249 -1.3904
C 4.51133 -4.29127 0.10747 0.3880 0.0999 -0.0755
C 2.19619 -2.03599 2.16062 -0.3647 0.0705 1.5481
C 2.30053 -2.43143 3.53477 -0.4078 0.7820 -0.4658
C 1.62972 -1.71105 4.53537 0.0266 0.4084 -1.3158
C 0.87348 -0.57851 4.12705 0.2228 -0.4769 0.3692
C 0.74067 -0.28493 2.78325 0.2083 -0.5150 0.4814
N 1.35907 -1.01667 1.81770 0.1333 0.1073 1.1148
H 2.74006 -2.73770 -2.37072 0.2585 -0.1978 -0.1758
H 5.29699 -5.03957 0.25802 -0.3056 0.4239 -0.0162
H 2.91995 -3.28621 3.74864 -0.0388 0.0391 0.2148
H 1.69111 -1.97516 5.59896 0.0502 0.0325 -0.6065
H 0.38867 0.04120 4.87920 0.0446 -0.1129 -0.2832
H 0.11143 0.55207 2.46725 0.2455 -0.3064 -0.0323
O 4.10659 7.43116 -1.81310 0.3559 -0.2455 -0.6432
S 5.55911 7.52223 -1.77302 -1.2298 -0.4018 2.4688
O 6.00179 8.76545 -1.18661 0.5254 -0.4856 -0.1791
O 6.32567 6.95970 -2.84598 0.5047 0.2052 -2.0422
C 6.05444 6.02310 -0.77631 -1.2003 2.0983 0.3513
N 7.27366 6.00493 -0.24895 0.4523 -0.1833 -0.0607
C 7.75952 4.83748 0.08576 0.3353 -0.6529 0.1029
C 7.03757 3.62345 -0.09450 -0.4318 1.2062 -0.1900
C 5.71350 3.81330 -0.48625 0.5266 0.8614 0.2975
N 5.18627 5.03878 -0.76255 0.4865 -1.9107 -0.1232
C 4.78482 2.68854 -0.60882 -1.9042 0.2439 0.2157
C 4.95016 1.43438 -0.02282 0.7199 -0.0232 -0.3392
C 4.00714 0.44917 -0.23294 0.3997 -0.2494 0.9484
N 2.83058 0.64721 -0.83651 -0.2479 -0.4306 -0.6756
C 2.64357 1.85777 -1.39839 0.0120 0.8526 0.3256
C 3.52107 2.91019 -1.23729 0.4825 -0.0082 -0.3100
H 8.77340 4.90771 0.49132 -0.2722 -0.5593 -0.0143
H 7.44153 2.63635 0.04661 0.2860 -0.0096 0.1223
H 5.83740 1.20589 0.58166 -0.4027 0.0243 -0.4372
H 4.22601 -0.54165 0.15942 -0.3540 0.1010 -0.0234
H 1.74442 1.99868 -1.99601 -0.0655 0.0045 0.2460
H 3.25900 3.91228 -1.60109 0.3905 -0.4623 -0.0239

42
Properties=species:S:1:pos:R:3:forces:R:3 method="wB97M-V/def2-TZVPD" orbital_gap_ha=0.3026 total_energy_ha=-1147.8473 charge=+2 homo_energy_ev=-16.17 lumo_ev=-7.9 spin_multiplicity=1
Ir 0.22554 -0.28197 -0.18094 -0.3755 -0.0080 -1.0307
C -2.61438 0.77486 0.03581 -0.0258 0.1346 0.2869
C -2.66842 -0.66598 -0.39921 0.2842 -0.1744 -0.1200
N -1.44361 -0.91484 -1.21880 -0.2367 -0.2132 0.3432
C -1.44979 -0.26723 -2.57357 0.0482 -0.1380 -0.0631
C -0.09770 0.38176 -2.85317 -0.1315 0.0664 0.1076
N 0.30601 1.14522 -1.62149 -0.0713 0.0742 -0.2967
C -0.50929 2.40313 -1.40490 0.2566 0.0128 0.1676
C -0.81412 2.48998 0.07426 -0.0027 -0.1280 -0.0754
N -1.22021 1.11999 0.50083 0.3972 0.4159 0.4178
H -3.31606 0.95095 0.85037 -0.0029 0.0489 -0.0161
H -2.87963 1.46143 -0.76453 -0.0279 -0.0473 -0.0445
H -3.58612 -0.89900 -0.93994 0.0191 0.0578 -0.0833
H -2.60255 -1.33325 0.46043 -0.0473 -0.0200 -0.0107
H -1.30202 -1.92131 -1.31413 -0.0900 0.0067 -0.1042
H -2.25673 0.46151 -2.60213 -0.0038 0.0100 -0.0196
H -1.66804 -1.01226 -3.33713 -0.0109 0.0061 -0.0055
H -0.13814 1.03881 -3.72334 -0.0599 0.0476 0.0292
H 0.67178 -0.36876 -3.02905 -0.0018 -0.0098 0.0010
H 1.28064 1.42709 -1.71005 0.0221 -0.1259 -0.0671
H -1.39369 2.34907 -2.03366 -0.0688 -0.0029 0.0889
H 0.06156 3.27172 -1.73039 0.0364 -0.0482 -0.0742
H -1.56697 3.24271 0.31131 -0.0955 -0.0552 -0.0811
H 0.08941 2.72997 0.62957 -0.0782 0.0833 0.0142
H -1.22498 1.10504 1.51815 0.0493 -0.0377 -0.0031
C 3.07090 2.32299 0.72406 0.0326 0.0193 0.0556
C 3.24633 0.87423 0.45857 -0.0002 -0.0301 0.0067
N 2.29944 -0.02214 0.19166 -0.2245 -0.1033 0.6525
C 2.93474 -1.24991 0.04681 -0.0792 -0.0061 -0.1433
C 4.27200 -1.08073 0.20335 -0.0128 -0.0041 -0.0003
N 4.43650 0.25277 0.45501 0.0054 -0.0285 0.0399
C 5.49747 -1.94804 0.15467 0.0140 -0.1092 -0.0106
O 5.33176 -3.22946 -0.09399 0.0294 0.0789 0.0386
O 6.55413 -1.41606 0.33789 0.0002 0.0383 -0.0022
C 2.11483 -2.44267 -0.23052 -0.1766 0.2372 0.3611
O 2.53081 -3.55154 -0.38198 0.0825 -0.0433 -0.0250
O 0.79450 -2.12832 -0.28518 0.5400 0.0163 -0.2749
H 2.01855 2.55073 0.86565 0.0476 0.0059 -0.0111
H 3.47277 2.92816 -0.09011 -0.0172 -0.0037 -0.0142
H 3.59631 2.61049 1.63493 0.0076 -0.0104 -0.0033
H 5.35509 0.65130 0.62540 -0.0031 0.0118 -0.0079
H 4.39508 -3.49245 -0.19773 -0.0286 -0.0247 -0.0228